No. 1
Formula: C42H84F6N13O12S6
Source: OMol25
Level of theory: ωB97M-V/def2-TZVPD

Each line ends with the Mulliken charge.
Cartesian coordinates (Å):
C: -5.829 -1.102 6.355  -1.32
C: -4.592 -1.195 5.382  -0.83
C: -3.822 0.082 5.125  0.42
C: -4.582 0.832 3.945  -0.86
N: -3.963 2.214 3.581  0.79
C: -4.892 3.093 2.673  0.13
C: -4.451 4.476 2.906  -0.59
C: -4.260 4.533 4.426  -0.92
C: -3.804 3.160 4.762  -0.55
C: -2.612 2.047 2.869  -1.17
H: -6.657 -0.545 5.916  0.31
H: -5.569 -0.671 7.322  0.32
H: -6.142 -2.138 6.483  0.40
H: -4.832 -1.735 4.465  0.32
H: -3.777 -1.841 5.708  0.52
H: -2.834 -0.247 4.803  -0.34
H: -3.675 0.722 5.996  0.55
H: -5.610 1.110 4.178  0.48
H: -4.535 0.162 3.086  0.26
H: -4.688 2.880 1.623  -0.40
H: -5.931 2.851 2.896  0.64
H: -3.554 4.682 2.321  0.01
H: -5.108 5.316 2.681  0.59
H: -3.593 5.340 4.731  0.35
H: -5.223 4.808 4.856  0.37
H: -2.766 3.089 5.089  0.39
H: -4.412 2.875 5.620  0.38
H: -1.965 1.343 3.393  0.40
H: -2.140 3.020 2.734  0.47
H: -2.867 1.553 1.932  -0.07
C: -4.837 -3.971 -1.291  -1.48
C: -4.151 -2.615 -0.969  -0.28
C: -2.685 -2.494 -1.322  -0.24
C: -2.203 -1.053 -1.094  0.62
N: -0.775 -0.887 -1.513  1.13
C: 0.202 -1.880 -0.863  0.80
C: 1.499 -1.085 -0.630  0.10
C: 0.974 0.335 -0.269  0.18
C: -0.338 0.492 -1.005  0.62
C: -0.630 -0.886 -3.031  -0.17
H: -4.922 -3.999 -2.377  0.37
H: -5.815 -3.964 -0.810  0.43
H: -4.278 -4.810 -0.875  0.30
H: -4.191 -2.564 0.119  0.07
H: -4.715 -1.794 -1.414  0.32
H: -2.604 -2.868 -2.343  0.40
H: -2.125 -3.303 -0.852  0.01
H: -2.202 -0.776 -0.040  0.06
H: -2.780 -0.366 -1.714  -0.61
H: 0.207 -2.801 -1.446  0.19
H: -0.235 -2.118 0.107  -1.15
H: 2.176 -1.047 -1.483  -0.42
H: 2.045 -1.563 0.184  0.60
H: 1.623 1.171 -0.530  0.37
H: 0.721 0.365 0.790  -0.49
H: -0.217 1.077 -1.917  -0.16
H: -1.116 0.963 -0.404  -0.38
H: -1.099 -1.755 -3.492  0.33
H: 0.415 -0.916 -3.342  0.38
H: -1.075 0.002 -3.481  -0.62
C: 5.427 -2.610 -1.920  -0.96
C: 5.285 -1.083 -2.140  -0.45
N: 5.142 -0.323 -0.925  0.33
C: 4.606 0.982 -0.870  -0.87
C: 4.722 1.466 0.417  -0.33
N: 5.313 0.466 1.193  0.26
C: 5.456 -0.645 0.349  -0.42
C: 5.754 0.537 2.544  -0.48
H: 5.746 -2.980 -2.895  0.44
H: 4.492 -3.110 -1.669  0.00
H: 6.128 -2.909 -1.141  0.36
H: 4.471 -0.847 -2.824  0.38
H: 6.201 -0.760 -2.635  0.41
H: 4.184 1.394 -1.775  0.54
H: 4.602 2.470 0.797  0.56
H: 5.951 -1.550 0.669  0.51
H: 6.808 0.261 2.546  0.40
H: 5.253 -0.133 3.243  0.34
H: 5.467 1.516 2.929  -0.03
C: -3.178 -0.242 -6.139  -0.94
C: -3.108 1.106 -5.393  -0.27
N: -2.079 2.097 -5.725  0.36
C: -1.758 2.467 -6.994  -0.31
C: -0.666 3.314 -6.966  -0.64
N: -0.333 3.544 -5.625  0.24
C: -1.170 2.697 -4.870  -0.36
C: 0.709 4.413 -5.095  -0.80
H: -4.204 -0.544 -6.349  0.37
H: -2.551 -0.920 -5.560  0.16
H: -2.815 -0.119 -7.159  0.37
H: -3.193 0.903 -4.325  0.02
H: -4.036 1.618 -5.649  0.42
H: -2.295 1.954 -7.778  0.46
H: -0.164 3.831 -7.770  0.46
H: -1.259 2.661 -3.794  0.48
H: 0.378 5.452 -5.084  0.29
H: 1.561 4.269 -5.760  0.40
H: 0.930 4.017 -4.103  0.23
C: 0.142 -6.836 0.430  -1.37
C: 0.727 -5.530 -0.205  1.21
N: 2.112 -5.341 0.211  0.61
C: 2.531 -4.196 0.893  0.67
C: 3.916 -4.272 1.071  -1.78
N: 4.312 -5.459 0.429  0.31
C: 3.193 -6.166 -0.004  -0.23
C: 5.710 -5.934 0.346  -0.82
H: 0.737 -7.654 0.022  0.42
H: -0.916 -6.990 0.218  0.42
H: 0.135 -6.772 1.518  0.39
H: 0.144 -4.688 0.169  -0.85
H: 0.567 -5.423 -1.277  -0.22
H: 1.747 -3.499 1.151  0.31
H: 4.559 -3.573 1.585  0.63
H: 3.198 -7.158 -0.430  0.41
H: 6.324 -5.144 -0.088  0.27
H: 5.813 -6.710 -0.412  0.37
H: 6.130 -6.249 1.302  0.36
C: 1.546 3.479 1.892  0.04
C: 2.148 4.332 3.013  -1.00
N: 3.366 5.081 2.615  0.28
C: 4.629 4.677 2.963  -0.53
C: 5.491 5.571 2.367  -0.52
N: 4.790 6.456 1.557  0.15
C: 3.442 6.228 1.840  -0.17
C: 5.289 7.513 0.719  -0.73
H: 0.962 2.620 2.224  -0.01
H: 2.261 2.976 1.241  -0.07
H: 0.920 4.038 1.198  0.41
H: 2.285 3.691 3.884  0.37
H: 1.442 5.089 3.354  0.37
H: 4.826 3.785 3.539  0.58
H: 6.563 5.702 2.356  0.49
H: 2.644 6.676 1.266  0.39
H: 4.519 7.686 -0.033  0.30
H: 6.238 7.236 0.260  0.34
H: 5.392 8.472 1.227  0.33
N: -3.003 2.238 -2.155  0.15
S: -4.245 2.177 -1.298  0.72
O: -5.149 3.298 -1.421  -0.60
O: -4.099 1.355 -0.051  -0.50
F: -5.001 1.053 -2.257  -0.40
S: -2.486 3.728 -1.376  0.58
O: -2.727 3.889 0.075  -0.29
O: -2.619 4.913 -2.227  -0.59
F: -0.910 3.396 -1.584  -0.21
N: 1.881 -5.710 -4.316  -0.44
S: 2.600 -4.507 -3.783  0.94
O: 2.009 -3.607 -2.775  -0.33
O: 3.724 -4.032 -4.581  -0.64
F: 3.393 -5.363 -2.656  -0.30
S: 0.579 -4.806 -4.853  1.07
O: 0.831 -3.681 -5.711  -0.58
O: -0.464 -4.693 -3.861  -0.51
F: -0.030 -5.878 -5.854  -0.29
N: 0.107 -2.584 2.701  -0.02
S: 0.430 -1.337 3.818  0.65
O: 0.472 -1.668 5.251  -0.59
O: 0.152 0.043 3.464  -0.56
F: 1.920 -1.226 3.338  -0.19
S: -1.389 -2.544 2.932  0.71
O: -2.207 -1.514 2.348  -0.23
O: -1.930 -3.134 4.189  -0.62
F: -1.633 -3.777 1.921  -0.34

The frontier orbital gap is 0.2917 hartree. As for the charge: +3. The calculation puts the LUMO energy at -6.94 eV.

No. 2
Formula: C42H84O26
Source: OMol25
Level of theory: ωB97M-V/def2-TZVPD

Each line ends with the Mulliken charge.
Cartesian coordinates (Å):
C: -7.444 1.566 -3.035  -0.82
O: -6.133 1.061 -3.063  -0.19
C: -5.335 1.478 -4.057  0.49
O: -5.661 2.163 -4.971  -0.59
O: -4.122 0.951 -3.957  -0.35
C: -3.701 0.305 -2.744  -0.38
H: -8.072 1.045 -2.323  0.28
H: -7.925 1.355 -4.002  0.33
H: -7.546 2.651 -2.981  0.32
H: -4.479 -0.425 -2.529  1.02
H: -3.547 1.059 -1.974  0.49
H: -2.762 -0.224 -2.882  -0.71
C: 6.436 6.534 1.005  -0.71
O: 5.571 5.403 1.143  -0.30
C: 4.967 4.956 0.037  0.70
O: 4.760 5.623 -0.943  -0.57
O: 4.614 3.709 0.228  -0.25
C: 3.821 3.066 -0.773  -0.42
H: 6.740 6.665 -0.034  0.34
H: 7.327 6.308 1.584  0.25
H: 5.895 7.413 1.344  0.27
H: 4.238 3.234 -1.764  0.54
H: 2.821 3.488 -0.729  0.31
H: 3.809 1.994 -0.610  -0.27
C: 5.190 -6.078 1.098  -0.83
O: 4.315 -5.160 0.480  -0.21
C: 3.021 -5.460 0.405  0.65
O: 2.470 -6.438 0.821  -0.61
O: 2.448 -4.428 -0.213  -0.13
C: 1.043 -4.421 -0.379  -0.29
H: 4.749 -6.865 1.710  0.38
H: 5.924 -5.564 1.712  0.23
H: 5.731 -6.631 0.325  0.32
H: 0.492 -4.108 0.503  -0.41
H: 0.693 -5.441 -0.577  0.60
H: 0.811 -3.853 -1.274  0.16
C: -2.304 -1.468 -5.480  -0.39
O: -1.271 -0.544 -5.784  -0.38
C: -0.300 -0.367 -4.900  0.52
O: -0.229 -0.833 -3.789  -0.26
O: 0.587 0.427 -5.485  -0.34
C: 1.801 0.724 -4.804  -0.27
H: -2.834 -1.336 -4.544  0.03
H: -1.924 -2.490 -5.498  0.35
H: -3.051 -1.362 -6.262  0.25
H: 2.336 1.459 -5.392  0.24
H: 2.399 -0.177 -4.672  0.31
H: 1.596 1.112 -3.804  -0.03
C: -5.453 2.267 5.066  -0.78
O: -5.116 1.898 3.740  -0.23
C: -4.778 2.876 2.888  0.66
O: -4.534 4.012 3.162  -0.58
O: -4.760 2.331 1.681  -0.22
C: -4.081 2.981 0.622  -0.77
H: -6.400 2.803 5.098  0.32
H: -4.693 2.884 5.549  0.33
H: -5.470 1.342 5.637  0.24
H: -3.410 3.781 0.932  0.48
H: -4.807 3.404 -0.076  0.49
H: -3.511 2.228 0.076  -0.12
C: 6.942 1.424 -3.148  -0.71
O: 6.363 0.184 -2.754  -0.38
C: 5.036 0.083 -2.754  0.93
O: 4.254 0.957 -3.031  -0.52
O: 4.723 -1.128 -2.328  -0.34
C: 3.444 -1.684 -2.608  0.39
H: 7.687 1.203 -3.911  0.29
H: 7.418 1.890 -2.289  0.26
H: 6.195 2.081 -3.590  0.32
H: 2.636 -0.965 -2.487  -0.40
H: 3.287 -2.464 -1.866  -0.18
H: 3.431 -2.129 -3.602  0.40
C: 0.848 0.367 -0.482  1.51
C: -0.613 0.038 -0.431  0.67
O: -1.421 0.952 -0.389  0.32
C: -1.024 -1.407 -0.507  -0.36
H: 1.171 0.342 -1.524  -0.68
H: 1.388 -0.405 0.076  0.10
H: 1.052 1.302 0.017  -1.27
H: -1.975 -1.552 -1.016  0.07
H: -1.092 -1.813 0.506  0.25
H: -0.241 -1.968 -1.012  -0.30
C: 0.063 -3.246 3.952  -1.35
C: 0.974 -2.241 3.274  0.98
O: 0.881 -1.980 2.094  -0.06
C: 1.874 -1.443 4.189  -1.16
H: -0.769 -3.412 3.271  0.10
H: -0.296 -2.898 4.916  0.44
H: 0.637 -4.169 4.065  0.35
H: 2.167 -0.510 3.707  -0.03
H: 2.721 -2.085 4.437  0.35
H: 1.330 -1.138 5.083  0.52
C: -3.223 -4.788 0.070  -0.53
C: -2.167 -5.809 0.446  0.70
O: -1.905 -6.734 -0.289  -0.59
C: -1.577 -5.751 1.835  -0.23
H: -3.807 -4.531 0.952  0.36
H: -3.832 -5.243 -0.706  0.38
H: -2.760 -3.888 -0.339  -0.25
H: -1.070 -6.676 2.095  0.35
H: -2.287 -5.478 2.614  0.42
H: -0.810 -4.973 1.781  -0.50
C: 4.085 -1.414 1.068  1.40
C: 5.043 -2.223 1.891  0.55
O: 4.881 -2.420 3.076  -0.60
C: 6.283 -2.739 1.182  -1.36
H: 3.204 -1.057 1.597  -0.70
H: 3.728 -1.981 0.210  -0.64
H: 4.652 -0.512 0.809  0.26
H: 6.865 -1.852 0.920  0.46
H: 5.990 -3.249 0.266  0.26
H: 6.813 -3.392 1.867  0.29
C: -1.622 0.827 2.855  0.80
C: -1.678 1.137 4.313  0.62
O: -1.653 2.258 4.767  -0.61
C: -1.672 -0.036 5.290  -1.11
H: -0.588 0.567 2.600  -0.24
H: -1.945 1.627 2.194  -0.64
H: -2.253 -0.047 2.674  0.27
H: -2.057 -0.925 4.782  0.33
H: -2.233 0.212 6.182  0.44
H: -0.636 -0.293 5.517  0.04
C: 2.328 4.011 3.139  -1.57
C: 1.606 2.983 2.292  0.67
O: 1.900 1.809 2.323  -0.32
C: 0.630 3.512 1.270  1.11
H: 2.986 3.503 3.847  0.36
H: 1.594 4.580 3.711  0.38
H: 2.989 4.660 2.563  0.27
H: 0.463 4.581 1.368  0.64
H: -0.288 2.922 1.297  -0.57
H: 1.048 3.286 0.288  -1.01
C: -7.013 -0.582 -0.300  -1.40
C: -5.759 -1.404 -0.364  0.57
O: -5.671 -2.334 -1.139  -0.58
C: -4.596 -1.077 0.539  0.63
H: -7.630 -0.738 -1.181  0.29
H: -6.760 0.478 -0.236  0.25
H: -7.613 -0.891 0.559  0.48
H: -3.969 -1.967 0.569  -0.39
H: -4.965 -0.879 1.547  0.61
H: -4.006 -0.240 0.163  -0.38
C: -0.952 4.502 -1.612  -1.37
C: -0.269 3.489 -2.486  0.93
O: 0.918 3.239 -2.427  -0.43
C: -1.163 2.740 -3.438  -0.39
H: -1.280 5.279 -2.311  0.53
H: -0.328 5.036 -0.901  0.28
H: -1.781 4.008 -1.105  0.05
H: -1.685 1.984 -2.850  -0.40
H: -0.599 2.383 -4.291  0.21
H: -1.949 3.437 -3.748  0.59

The frontier orbital gap is 0.3605 hartree. As for the charge: 0. For the energy above the lowest of the compared OMol25 structures with the same formula, charge and spin, the calculation gives 0.0 kJ/mol. The calculation puts the LUMO energy at 0.36 eV.

No. 3
Formula: C42H87BFIN3O11S2
Source: OMol25
Level of theory: ωB97M-V/def2-TZVPD

Each line ends with the Mulliken charge.
Cartesian coordinates (Å):
C: 7.267 -3.035 0.898  -1.19
C: 6.063 -3.703 0.255  -0.33
C: 5.112 -4.262 1.332  -0.73
C: 4.395 -3.096 2.065  0.29
C: 2.894 -3.387 2.126  -1.80
C: 1.987 -2.225 2.599  -0.06
C: 2.622 -0.850 2.516  0.41
C: 1.693 0.349 2.837  -1.66
C: 0.191 0.192 2.584  -1.60
C: -0.420 0.746 1.278  0.79
C: -1.962 0.667 1.507  -2.35
C: -2.701 -0.543 0.957  -0.04
C: -4.198 -0.493 1.369  -0.18
S: -4.760 -1.943 2.312  -0.12
C: -5.547 -3.005 1.075  0.07
S: -7.111 -2.953 0.795  -0.11
N: -4.663 -3.914 0.436  0.21
C: -3.686 -3.532 -0.444  -0.36
C: -3.064 -4.698 -0.780  -0.62
N: -3.629 -5.741 -0.137  -0.63
C: -4.601 -5.266 0.596  -0.06
N: -0.142 2.223 1.150  0.26
C: -0.333 2.794 -0.232  -0.82
B: -0.879 4.301 -0.187  0.31
C: -0.789 5.145 1.138  -1.07
O: -1.399 4.905 -1.301  -0.35
C: -1.008 1.861 -1.272  0.33
C: -2.523 2.052 -1.484  -1.09
C: -2.844 2.666 -2.842  -0.55
F: -4.126 3.139 -2.865  -0.35
O: -0.761 0.461 -1.101  -0.23
C: 0.047 0.073 -0.014  0.58
O: -0.108 -1.304 0.137  -0.51
C: 1.551 0.344 -0.413  -1.87
C: 2.331 -0.863 -0.906  0.14
C: 3.778 -0.367 -1.170  -1.35
I: 1.602 -1.579 -2.790  0.11
H: 7.866 -3.803 1.387  0.31
H: 6.969 -2.347 1.685  0.27
H: 7.912 -2.518 0.193  0.37
H: 6.367 -4.522 -0.391  0.49
H: 5.477 -2.985 -0.317  -0.01
H: 5.647 -4.898 2.032  0.22
H: 4.381 -4.860 0.791  0.50
H: 4.635 -2.195 1.507  0.15
H: 4.805 -3.032 3.072  0.19
H: 2.584 -3.662 1.119  0.40
H: 2.769 -4.258 2.760  0.63
H: 1.759 -2.404 3.653  0.51
H: 1.041 -2.309 2.072  -0.13
H: 3.417 -0.827 3.257  0.86
H: 3.122 -0.657 1.572  -0.94
H: 2.129 1.227 2.356  0.43
H: 1.807 0.552 3.898  0.47
H: -0.188 -0.819 2.672  0.64
H: -0.302 0.761 3.372  0.78
H: -2.189 0.722 2.568  0.74
H: -2.435 1.557 1.081  0.30
H: -2.672 -0.626 -0.119  0.03
H: -2.291 -1.443 1.400  0.57
H: -4.389 0.387 1.977  0.09
H: -4.807 -0.436 0.477  0.10
H: -3.503 -2.532 -0.772  0.69
H: -2.229 -4.755 -1.453  0.44
H: -5.250 -5.817 1.248  0.40
H: 0.807 2.435 1.465  0.69
H: -0.741 2.676 1.843  0.84
H: 0.686 2.937 -0.600  0.17
H: -1.561 4.830 1.850  0.41
H: 0.181 5.061 1.628  0.38
H: -1.001 6.184 0.921  0.26
H: -0.708 4.900 -1.981  0.29
H: -0.551 2.123 -2.228  0.87
H: -3.041 2.567 -0.676  0.50
H: -2.961 1.061 -1.523  0.18
H: -2.788 1.856 -3.571  0.40
H: -2.118 3.410 -3.157  0.21
H: -0.654 -1.599 -0.603  0.58
H: 2.120 0.900 0.331  0.60
H: 1.507 0.998 -1.284  0.52
H: 2.422 -1.647 -0.166  0.02
H: 4.278 -1.058 -1.835  0.46
H: 3.724 0.587 -1.691  0.39
H: 4.311 -0.267 -0.227  0.29
C: -9.455 3.213 0.469  -0.66
O: -9.498 1.836 0.807  -0.38
C: -8.636 1.035 0.019  -0.83
C: -7.357 0.700 0.754  -0.04
O: -6.560 1.856 0.996  -0.18
C: -6.695 2.351 2.318  -0.95
H: -9.938 3.766 1.272  0.25
H: -8.430 3.573 0.360  0.26
H: -10.003 3.393 -0.461  0.33
H: -8.415 1.524 -0.935  0.38
H: -9.167 0.102 -0.195  0.35
H: -6.762 0.027 0.129  0.09
H: -7.576 0.181 1.692  0.39
H: -6.141 1.717 3.023  0.38
H: -7.740 2.401 2.627  0.39
H: -6.274 3.356 2.342  0.24
C: -1.998 9.458 -4.176  -0.73
O: -1.049 9.818 -3.185  -0.38
C: -1.522 10.822 -2.299  -0.49
C: -1.988 10.235 -0.985  -0.42
O: -3.131 9.407 -1.150  -0.41
C: -2.818 8.031 -1.178  -0.80
H: -1.661 8.530 -4.636  0.24
H: -2.991 9.299 -3.751  0.32
H: -2.053 10.232 -4.948  0.33
H: -2.322 11.404 -2.764  0.32
H: -0.684 11.498 -2.101  0.37
H: -2.277 11.052 -0.317  0.40
H: -1.176 9.680 -0.506  0.24
H: -2.600 7.669 -0.165  0.31
H: -1.965 7.822 -1.828  0.39
H: -3.687 7.496 -1.560  0.31
C: 1.308 -4.103 -7.305  -0.82
O: 1.796 -3.048 -6.490  -0.28
C: 3.200 -3.103 -6.282  -0.34
C: 3.942 -2.137 -7.180  -0.54
O: 3.830 -2.494 -8.547  -0.38
C: 2.864 -1.734 -9.251  -0.72
H: 0.298 -3.843 -7.616  0.26
H: 1.924 -4.245 -8.194  0.34
H: 1.272 -5.038 -6.735  0.31
H: 3.573 -4.121 -6.420  0.33
H: 3.376 -2.818 -5.240  0.24
H: 5.006 -2.171 -6.925  0.38
H: 3.589 -1.113 -7.017  0.31
H: 3.250 -0.731 -9.463  0.32
H: 1.928 -1.651 -8.694  0.31
H: 2.667 -2.240 -10.194  0.25
C: 4.003 -5.237 5.658  -0.83
O: 5.144 -5.530 4.871  -0.32
C: 6.329 -4.919 5.363  -0.20
C: 7.184 -5.890 6.147  -0.80
O: 6.542 -6.310 7.339  -0.37
C: 5.944 -7.592 7.234  -0.68
H: 3.215 -5.933 5.373  0.26
H: 4.204 -5.352 6.724  0.44
H: 3.659 -4.213 5.462  0.26
H: 6.087 -4.043 5.972  0.35
H: 6.899 -4.576 4.492  0.28
H: 8.108 -5.382 6.440  0.41
H: 7.454 -6.750 5.528  0.35
H: 6.709 -8.373 7.276  0.33
H: 5.370 -7.697 6.310  0.27
H: 5.271 -7.714 8.081  0.25

The frontier orbital gap is 0.2806 hartree. As for the charge: +1. The calculation puts the LUMO energy at -3.05 eV.